# C26H30F5N6SbScSe5

C26H30F5N6SbScSe5 as an isolated structure (ωB97M-V with the def2-TZVPD basis set, the Open Molecules 2025 dataset).

XYZ file:
```
74
Properties=species:S:1:pos:R:3:forces:R:3
Sc 0.4386 -0.4503 -0.5520 -0.1 0.1 0.1
C -0.3604 1.3996 3.5270 0.0 0.0 0.0
N -0.3383 -0.0492 3.5519 0.0 0.0 0.0
C -0.6475 -0.6343 4.8418 0.0 0.0 0.0
C -0.4376 -0.7561 2.3921 0.0 0.0 0.0
N -0.8448 -0.1709 1.2595 0.0 0.0 -0.1
C -2.0550 0.5393 1.3268 0.0 0.0 0.0
C -3.0104 0.0902 2.2187 0.0 0.0 0.0
C -4.2406 0.7349 2.4021 0.0 0.0 0.0
C -4.5528 1.8247 1.6495 0.0 0.0 0.0
C -3.6484 2.2858 0.6641 0.0 0.0 0.0
C -4.0521 3.3576 -0.1698 0.0 0.0 0.0
C -3.2545 3.7860 -1.1847 0.0 0.0 0.0
C -1.9998 3.1908 -1.3775 0.0 0.0 0.0
C -1.5372 2.1929 -0.5508 0.0 0.0 0.0
N -0.2981 1.5957 -0.8183 0.1 0.1 0.0
C 0.7139 2.1641 -1.4186 0.0 -0.1 0.0
N 1.5089 1.2230 -2.1029 0.0 0.1 -0.1
C 0.9775 0.7991 -3.4211 0.0 0.0 0.0
C 2.9701 1.3534 -2.1164 0.0 0.0 0.0
N 1.0535 3.4621 -1.3598 0.0 0.0 0.0
C 1.8770 4.1064 -2.3668 0.0 0.0 0.0
C 0.5980 4.3302 -0.2900 0.0 0.0 0.0
C -2.3763 1.6658 0.4871 0.0 0.0 0.0
N -0.0899 -2.0469 2.3896 0.0 0.0 0.0
C 0.9434 -2.6084 3.2451 0.0 0.0 0.0
C -0.5540 -2.9642 1.3446 0.0 0.0 0.0
H 0.2778 1.7748 4.3287 0.0 0.0 0.0
H -1.3751 1.7873 3.6673 0.0 0.0 0.0
H 0.0270 1.7538 2.5747 0.0 0.0 0.0
H -1.5055 -0.1097 5.2753 0.0 0.0 0.0
H 0.1966 -0.5519 5.5316 0.0 0.0 0.0
H -0.9096 -1.6825 4.7306 0.0 0.0 0.0
H -2.8042 -0.8112 2.7841 0.0 0.0 0.0
H -4.9435 0.3439 3.1273 0.0 0.0 0.0
H -5.5042 2.3300 1.7578 0.0 0.0 0.0
H -5.0272 3.7982 -0.0031 0.0 0.0 0.0
H -3.5820 4.5724 -1.8529 0.0 0.0 0.0
H -1.3845 3.5049 -2.2111 0.0 0.0 0.0
H 1.2484 1.5324 -4.1903 0.0 0.0 0.0
H -0.1029 0.6810 -3.3719 0.0 0.0 0.0
H 1.4052 -0.1690 -3.6832 0.0 0.0 0.0
H 3.3195 1.9177 -2.9856 0.0 0.0 0.0
H 3.3757 0.3437 -2.1675 0.0 0.0 0.0
H 3.3127 1.8137 -1.1951 0.0 0.0 0.0
H 1.9231 3.5043 -3.2682 0.0 0.0 0.0
H 2.8894 4.2881 -1.9987 0.0 0.0 0.0
H 1.4204 5.0646 -2.6231 0.0 0.0 0.0
H 0.2520 3.7365 0.5518 0.0 0.0 0.0
H -0.2207 4.9742 -0.6206 0.0 0.0 0.0
H 1.4387 4.9427 0.0362 0.0 0.0 0.0
H 1.4133 -1.8349 3.8382 0.0 0.0 0.0
H 1.7068 -3.0537 2.6052 0.0 0.0 0.0
H 0.5255 -3.3842 3.8921 0.0 0.0 0.0
H 0.2478 -3.1985 0.6383 0.0 0.0 0.0
H -1.3947 -2.5424 0.8007 0.0 0.0 0.0
H -0.8585 -3.9004 1.8147 0.0 0.0 0.0
F 2.9613 4.2444 5.3545 0.0 0.0 0.0
C 2.9232 3.2724 4.4364 0.0 0.0 0.0
C 2.8381 3.5761 3.0911 0.0 0.0 0.0
F 2.8108 4.8583 2.6970 0.0 0.0 0.0
C 2.7933 2.5550 2.1607 0.0 0.0 0.0
F 2.7505 2.9311 0.8712 0.0 0.0 -0.1
C 2.7963 1.2052 2.4906 0.0 0.0 0.0
Se 2.7349 -0.1810 1.1684 0.0 0.1 0.1
C 2.9107 0.9475 3.8537 0.0 0.0 0.0
F 2.9620 -0.3124 4.3118 0.0 0.0 0.0
C 2.9712 1.9434 4.8131 0.0 0.0 0.0
F 3.0594 1.6292 6.1124 0.0 0.0 0.0
Se -0.4382 -5.2548 -1.6664 0.0 0.0 0.0
Sb 0.1262 -3.1430 -2.6743 0.0 0.0 -0.1
Se 2.1402 -2.2030 -1.4327 0.0 0.0 0.1
Se -1.5479 -1.4002 -1.8819 -0.1 0.0 0.0
Se 0.4765 -2.7946 -5.0341 0.0 0.0 0.0
```
Positions in Å, forces in eV/Å.

## Properties
ΔE to the lowest compared entry with this formula, charge and spin = 0.0 kcal/mol
charge = -1


# C7H13N3O3S

The molecule C7H13N3O3S (ωB97M-V with the def2-TZVPD basis set, the Open Molecules 2025 dataset).

XYZ file:
```
27
Properties=species:S:1:pos:R:3:forces:R:3
C -0.6422 1.0120 1.0647 2.1 -0.4 0.2
C 0.1830 -1.2054 0.3300 2.2 0.6 2.0
C 1.8545 0.9520 0.7979 -1.2 -1.8 0.7
C -2.2257 0.7440 -1.4988 -1.0 -2.0 -1.3
C -3.1322 -0.7760 0.4311 0.5 2.2 2.0
C 3.6163 0.6636 -1.2006 -0.6 1.4 0.7
C -1.9587 -0.4107 -0.4575 0.1 0.9 -1.6
N 0.7731 1.2897 1.5211 -0.1 1.0 -1.0
N -0.7611 -0.1314 0.3590 0.0 -0.2 -0.4
N 1.0945 -1.1937 1.3296 0.4 0.7 0.1
O -1.4838 1.8053 1.3038 -1.2 0.9 0.3
O 0.1457 -1.9838 -0.5772 0.0 -1.9 -2.0
O 2.1163 -2.1763 1.2422 -0.4 0.6 0.3
S 1.8940 1.2258 -0.9350 0.6 0.0 1.6
H 2.7040 0.5686 1.4341 -0.5 0.9 -1.2
H -3.0512 1.3432 -1.1883 -0.4 0.8 0.4
H -1.3605 1.3373 -1.7357 0.4 0.3 0.2
H -2.5732 0.2968 -2.5223 0.7 0.5 1.8
H -3.7397 -1.4901 -0.0412 -1.2 -0.7 -0.5
H -3.6684 0.1719 0.7862 0.3 -1.3 -0.9
H -2.7740 -1.1781 1.4050 -0.1 -0.2 -0.8
H 4.1359 1.3218 -1.8812 -0.1 0.2 -0.2
H 3.4773 -0.2858 -1.6024 0.5 -1.7 -0.5
H 4.1192 0.6921 -0.2355 0.0 -0.3 -0.2
H -1.6785 -1.2399 -1.1340 0.0 0.2 1.1
H 0.9855 1.4058 2.5023 -0.7 -0.3 0.0
H 1.9498 -2.7586 0.5029 -0.6 -0.3 -0.8
```
Positions in Å, forces in eV/Å.

## Properties
ΔE to the lowest compared entry with this formula, charge and spin = 24.5 kcal/mol


# C19H16N2O4RhS

C19H16N2O4RhS as an isolated structure (ωB97M-V with the def2-TZVPD basis set, the Open Molecules 2025 dataset).

XYZ file:
```
43
Properties=species:S:1:pos:R:3:forces:R:3
Rh -0.7831 1.8343 0.5572 -0.2 -0.2 0.2
O -3.1078 2.1721 -2.4061 -0.1 0.0 0.0
C -3.0493 1.9498 -1.2191 0.2 0.0 0.0
O -2.2404 2.6366 -0.4222 0.0 0.0 -0.1
C -3.8924 0.8858 -0.5853 0.1 0.0 0.1
C -5.1038 0.5919 -1.2067 0.0 0.0 0.0
C -5.9459 -0.3825 -0.7046 0.0 0.0 0.0
C -5.5608 -1.1198 0.4083 0.0 0.0 0.0
C -4.3421 -0.8754 1.0112 0.0 0.0 0.0
C -3.5126 0.1470 0.5401 -0.1 0.0 -0.1
S -2.0533 0.3451 1.4993 0.2 0.1 0.0
H -5.3670 1.1532 -2.0927 0.0 0.0 0.0
H -6.8923 -0.5810 -1.1883 0.0 0.0 0.0
H -6.2021 -1.8997 0.7961 0.0 0.0 0.0
H -4.0239 -1.4734 1.8562 0.0 0.0 0.0
O 4.7481 -1.6131 2.7018 0.0 0.0 0.0
C 3.9705 -0.9269 3.6539 0.0 0.0 0.0
C 2.8635 -0.2020 2.9443 0.0 0.0 0.0
C 1.9716 0.5924 3.6558 0.0 0.0 0.0
C 0.9514 1.2312 2.9856 0.0 0.0 -0.1
N 0.7969 1.1198 1.6620 0.1 -0.1 0.0
C 1.6611 0.3617 0.9599 -0.1 0.0 0.0
C 2.7008 -0.3126 1.5705 0.0 0.0 0.0
C 1.3981 0.3362 -0.4921 0.0 0.0 0.0
C 2.1938 -0.2962 -1.4186 0.0 0.0 0.0
C 1.8735 -0.2235 -2.7739 0.0 0.0 0.0
C 2.7484 -0.9379 -3.7770 0.0 0.0 0.0
O 2.9983 -2.2696 -3.3771 0.0 0.0 0.0
C 0.7542 0.5005 -3.1443 0.0 0.1 0.0
C -0.0130 1.1257 -2.1764 -0.1 0.0 0.0
N 0.3020 1.0329 -0.8816 0.1 0.0 0.0
H 5.4970 -2.0307 3.1374 0.0 0.0 0.0
H 4.5628 -0.1953 4.2143 0.0 0.0 0.0
H 3.5200 -1.6147 4.3793 0.0 0.0 0.0
H 2.0604 0.7131 4.7272 0.0 0.0 0.0
H 0.2295 1.8481 3.5037 0.0 0.0 0.0
H 3.3856 -0.9247 1.0044 0.0 0.0 0.0
H 3.0632 -0.8569 -1.1056 0.0 0.0 0.0
H 3.7212 -0.4445 -3.8109 0.0 0.0 0.0
H 2.3117 -0.8735 -4.7760 0.0 0.0 0.0
H 2.2392 -2.8200 -3.5960 0.0 0.0 0.0
H 0.4595 0.5914 -4.1811 0.0 0.0 0.0
H -0.8926 1.7049 -2.4327 0.0 0.0 0.0
```
Positions in Å, forces in eV/Å.

## Properties
ΔE to the lowest compared entry with this formula, charge and spin = 0.0 kcal/mol
charge = +1


ΔE to the lowest compared entry with this formula, charge and spin of number 1 (C26H30F5N6SbScSe5)?
0.0 kcal/mol


Which formula does entry 3 have?
C19H16N2O4RhS